1.
Molecular formula: CH5N2O
Method: DFT, ωB97M-V/def2-TZVPD

- energy (eV) = -6135.0710
- F_max (eV/A) = 3.702
- HOMO (hartree) = -0.65000
- SMILES string = C[N+](N)=O
- HOMO-LUMO gap (eV) = 11.6284

ORCA input file:
```
! RIJCOSX wB97M-V def2-TZVPD def2/J DEFGRID3
* xyz 1 1
C -0.759 -0.918 -0.002
N 0.649 1.244 -0.034
N 0.565 -0.040 -0.028
O 1.545 -0.681 -0.034
H -1.513 -0.485 0.616
H -0.455 -1.899 0.088
H -1.369 -0.771 -0.868
H -0.157 1.786 0.243
H 1.494 1.764 0.021
*
```

Results of the Mulliken charge analysis, in e, for atoms 1 through 5: C -0.677; N -0.449; N 0.933; O -0.411; H 0.303

***

2.
Molecular formula: C3H5N3O
Method: DFT, ωB97M-V/def2-TZVPD

- energy (eV) = -9708.1564
- F_max (eV/A) = 4.910
- HOMO (hartree) = -0.31864
- SMILES string = Cc1[nH]nnc1O
- HOMO-LUMO gap (eV) = 9.4413

ORCA input file:
```
! RIJCOSX wB97M-V def2-TZVPD def2/J DEFGRID3
* xyz 0 1
C -1.460 -0.575 -0.024
C -0.029 -0.287 -0.131
C 0.496 0.942 -0.057
H -1.807 -0.905 0.997
H -2.219 0.239 -0.195
H -1.715 -1.360 -0.682
H 1.111 -2.166 0.088
H 0.648 2.790 0.280
N 1.018 -1.130 -0.110
N 2.170 -0.434 -0.022
N 1.860 0.779 -0.034
O -0.074 2.107 -0.111
*
```

Results of the Mulliken charge analysis, in e, for atoms 1 through 5: C -1.202; C 0.156; C 0.699; H 0.274; H 0.288

***

3.
Molecular formula: C4H14N3O
Method: DFT, ωB97M-V/def2-TZVPD

- energy (eV) = -10881.3990
- F_max (eV/A) = 4.238
- HOMO (hartree) = -0.49906
- HOMO-LUMO gap (eV) = 5.6523

ORCA input file:
```
! RIJCOSX wB97M-V def2-TZVPD def2/J DEFGRID3
* xyz 1 1
C 0.372 1.822 -1.224
C -1.035 1.323 -1.634
C -1.054 -0.092 -1.042
C -0.541 -1.247 -1.683
N -0.731 -2.478 -1.095
N -1.295 -0.083 0.248
N 0.339 2.600 -0.010
H 0.779 2.448 -2.033
H 1.013 0.920 -1.114
H -1.210 1.388 -2.715
H -1.773 1.967 -1.144
H -0.136 -1.200 -2.688
H -0.227 -1.259 0.959
H -1.091 -3.118 -1.803
H 0.096 -2.866 -0.622
H -2.069 0.505 0.556
H 3.705 -0.871 6.468
H 1.262 2.713 0.396
H -0.217 2.183 0.735
H -0.123 -2.046 2.244
H 3.542 -0.748 5.752
O 0.393 -1.860 1.450
*
```

Results of the Mulliken charge analysis, in e, for atoms 1 through 5: C -0.190; C -0.999; C 0.308; C -0.137; N -0.399

***

4.
Molecular formula: C8H23NNbO4
Method: DFT, ωB97M-V/def2-TZVPD

- energy (eV) = -19895.5548
- F_max (eV/A) = 1.199
- HOMO (hartree) = -0.15079
- HOMO-LUMO gap (eV) = 6.8082

ORCA input file:
```
! RIJCOSX wB97M-V def2-TZVPD def2/J DEFGRID3
* xyz -1 1
N 1.496 -0.145 1.345
Nb 3.237 0.361 0.466
H 0.879 0.620 1.607
H 0.892 -0.854 0.935
H 4.082 1.342 1.827
H 3.136 2.126 0.025
H 2.684 -0.288 -1.238
H 4.609 -0.797 0.820
H 4.619 0.793 -0.666
O -3.689 4.403 2.092
C -2.957 3.537 2.491
O -2.716 2.480 1.696
C -1.857 1.400 2.094
C -2.588 0.385 2.948
C -2.338 3.605 3.871
H -0.965 1.773 2.595
H -1.538 0.942 1.160
H -2.925 0.821 3.890
H -1.915 -0.443 3.172
H -3.453 -0.004 2.412
H -3.076 3.223 4.579
H -2.174 4.655 4.096
H -1.420 3.041 3.999
O -0.877 -2.596 -0.969
C -0.341 -2.658 -2.044
O 0.993 -2.681 -2.112
C 1.740 -2.817 -3.322
C 1.895 -1.487 -4.028
C -1.150 -2.651 -3.327
H 1.305 -3.589 -3.961
H 2.710 -3.172 -2.979
H 0.934 -1.099 -4.370
H 2.546 -1.602 -4.896
H 2.338 -0.770 -3.336
H -1.379 -1.609 -3.558
H -2.087 -3.162 -3.126
H -0.648 -3.085 -4.186
*
```

Results of the Mulliken charge analysis, in e, for atoms 1 through 5: N -0.906; Nb -0.615; H 0.241; H 0.226; H 0.003

***

5.
Molecular formula: C23H18ClF6FeN2O4P
Method: DFT, ωB97M-V/def2-TZVPD

- energy (eV) = -107827.4457
- F_max (eV/A) = 0.408
- HOMO (alpha / beta) (hartree) = -0.20151 / -0.20212
- HOMO-LUMO gap (alpha / beta) (eV) = 8.0511 / 7.6470

ORCA input file:
```
! RIJCOSX wB97M-V def2-TZVPD def2/J DEFGRID3
* xyz -1 6
Fe 0.049 -0.171 -0.008
O 0.393 -2.001 -0.643
C -0.237 -3.120 -0.486
C -0.250 -4.069 -1.536
C -0.903 -5.271 -1.402
C -1.569 -5.609 -0.217
C -1.552 -4.709 0.823
C -0.902 -3.473 0.713
C -0.877 -2.598 1.862
N -0.370 -1.431 1.879
C -0.389 -0.691 3.132
C -0.371 0.813 2.826
N -0.973 0.989 1.520
C -2.054 1.644 1.383
C -2.780 1.788 0.147
C -3.792 2.753 0.068
C -4.517 2.937 -1.084
C -4.238 2.123 -2.188
C -3.266 1.153 -2.129
C -2.504 0.960 -0.959
O -1.614 0.000 -0.921
H 0.262 -3.803 -2.451
H -0.902 -5.970 -2.231
H -2.082 -6.557 -0.123
H -2.050 -4.948 1.758
H -1.322 -3.005 2.780
H 0.489 -0.962 3.723
H -1.284 -0.949 3.711
H 0.656 1.167 2.772
H -0.912 1.375 3.594
H -2.478 2.149 2.258
H -3.972 3.380 0.935
H -5.277 3.704 -1.143
H -4.791 2.263 -3.109
H -3.037 0.527 -2.981
Cl 7.359 0.237 -0.807
C 5.679 0.231 -0.332
C 5.348 0.165 1.029
C 4.037 0.165 1.422
C 2.971 0.224 0.482
O 1.758 0.256 0.911
C 3.338 0.281 -0.888
C 2.342 0.352 -1.933
O 1.133 0.267 -1.776
C 4.688 0.295 -1.271
H 6.141 0.120 1.764
H 3.772 0.126 2.471
H 2.720 0.490 -2.958
H 4.935 0.357 -2.325
F 0.325 2.294 -0.391
P 0.458 3.738 -1.161
F 1.254 4.330 0.118
F 0.591 5.157 -1.911
F -0.336 3.115 -2.422
F -0.951 4.184 -0.493
F 1.855 3.230 -1.803
*
```

Results of the Mulliken charge analysis, in e, for atoms 1 through 5: Fe 1.079; O -0.551; C 0.201; C -0.774; C -0.403

***

6.
Molecular formula: CH10F3O8SZn
Method: DFT, ωB97M-V/def2-TZVPD

- energy (eV) = -84980.4455
- F_max (eV/A) = 1.822
- HOMO (hartree) = -0.46919
- HOMO-LUMO gap (eV) = 8.6190

ORCA input file:
```
! RIJCOSX wB97M-V def2-TZVPD def2/J DEFGRID3
* xyz 1 1
Zn 0.272 0.344 -0.678
C -1.203 -1.539 2.837
F -1.125 -2.047 4.048
F -2.046 -2.216 2.093
F -1.686 -0.283 2.945
S 0.515 -1.441 2.127
O 0.980 -2.795 2.255
O 0.216 -1.018 0.741
O 1.259 -0.427 2.835
O -0.190 1.941 -2.278
H -0.146 2.883 -2.051
H -0.715 1.900 -3.091
O 2.136 0.022 -1.656
H 2.218 -0.417 -2.514
H 2.934 0.562 -1.568
O -0.412 -1.052 -2.169
H -0.504 -0.974 -3.128
H -0.534 -1.995 -1.969
O -1.720 0.739 -0.238
H -2.108 1.351 -0.879
H -2.447 0.467 0.344
O 1.243 1.749 0.431
H 2.169 2.020 0.366
H 0.890 2.224 1.201
*
```

Results of the Mulliken charge analysis, in e, for atoms 1 through 5: Zn 0.986; C 0.635; F -0.204; F -0.224; F -0.258